# 1
C24H27N5O3 | the ωB97M-V functional and the def2-TZVPD basis

Output
SMILES: O=C(Cn1cnc2ccccc2c1=O)NCCC(=O)N1CCN(Cc2ccccc2)CC1
LUMO level in eV: 0.598
HOMO energy in hartree: -0.2947
Orbital gap in eV: 8.6
ΔE to the lowest compared entry with this formula, charge and spin in kcal per mole: 0.5

XYZ file:
```
59
C24H27N5O3 the ωB97M-V functional and the def2-TZVPD basis
O 4.0704 1.5149 1.7783
C 3.5202 0.7282 2.5229
N 3.4653 -0.5991 2.3409
H 2.8751 -1.1392 2.9613
C 3.7988 -1.2060 1.0703
H 3.6077 -2.2754 1.1558
H 4.8613 -1.0404 0.8652
C 2.9814 -0.6079 -0.0828
C 1.4840 -0.6945 0.1840
O 1.0371 -1.1318 1.2346
N 0.6719 -0.2722 -0.8045
C 1.0546 0.3594 -2.0464
H 0.6476 -0.2325 -2.8747
C 0.4716 1.7869 -2.0836
N -0.9557 1.8415 -1.8870
C -1.3484 1.1057 -0.7052
C -0.7689 -0.3155 -0.6352
H -1.1908 -0.9454 -1.4260
H -0.9826 -0.7620 0.3368
H -0.9912 1.6660 0.1670
H -2.4365 1.0572 -0.6580
C -1.8002 1.7319 -3.0621
C -1.8342 0.3960 -3.7705
C -0.9446 0.1173 -4.8020
C -0.9523 -1.1164 -5.4293
C -1.8554 -2.0893 -5.0362
C -2.7569 -1.8176 -4.0211
C -2.7475 -0.5828 -3.3962
H -3.4613 -0.3742 -2.6114
H -3.4721 -2.5682 -3.7175
H -1.8625 -3.0522 -5.5249
H -0.2544 -1.3171 -6.2292
H -0.2429 0.8760 -5.1207
H -2.8135 1.9933 -2.7420
H -1.4614 2.5008 -3.7639
H 0.9340 2.3614 -1.2715
H 0.7253 2.2637 -3.0316
H 2.1359 0.4082 -2.1480
H 3.2283 -1.1384 -1.0036
H 3.2634 0.4420 -0.1880
C 2.7549 1.1835 3.7759
N 1.3397 0.9563 3.5482
C 0.6181 1.8416 2.8147
N -0.6126 1.7239 2.4938
C -1.2756 0.5972 2.9134
C -2.6275 0.4384 2.5908
C -3.2992 -0.6946 2.9878
C -2.6461 -1.6936 3.7097
C -1.3174 -1.5526 4.0374
C -0.6216 -0.4060 3.6496
C 0.7907 -0.2602 3.9594
O 1.4850 -1.0834 4.5295
H -0.7859 -2.3109 4.5916
H -3.1873 -2.5787 4.0090
H -4.3432 -0.8155 2.7369
H -3.1168 1.2203 2.0320
H 1.1517 2.7234 2.4813
H 2.9363 2.2452 3.9502
H 3.0562 0.5936 4.6449
```



# 2
C24H27NO4 | the ωB97M-V functional and the def2-TZVPD basis

Output
SMILES: COc1ccc(-c2ncccc2OC(=O)[C@]23C[C@H]4C[C@H](C[C@H](C4)C2)C3)cc1OC
LUMO level in eV: 0.615
HOMO energy in hartree: -0.2884
Orbital gap in eV: 8.5
ΔE to the lowest compared entry with this formula, charge and spin in kcal per mole: 11.7

XYZ file:
```
56
C24H27NO4 the ωB97M-V functional and the def2-TZVPD basis
C 0.1103 -2.7444 4.2905
H 0.6338 -3.0584 5.1937
O 0.8442 -3.3097 3.2286
C 0.5196 -3.0791 1.9277
C 1.3837 -3.6829 1.0148
C 1.2158 -3.5547 -0.3456
C 0.1740 -2.7795 -0.8368
C -0.7088 -2.1847 0.0600
C -0.5653 -2.3310 1.4322
O -1.4432 -1.7703 2.3346
C -2.6224 -1.1786 1.8537
H -3.2088 -1.8768 1.2480
H -3.1913 -0.9047 2.7416
H -2.4183 -0.2746 1.2692
H -1.5378 -1.6171 -0.3328
C 0.0106 -2.6031 -2.2845
N 0.1694 -3.6785 -3.0475
C 0.0101 -3.5832 -4.3524
C -0.3274 -2.4035 -4.9975
C -0.4572 -1.2590 -4.2279
C -0.2828 -1.3560 -2.8574
O -0.3914 -0.1998 -2.0884
C 0.7102 0.2186 -1.4354
O 1.7796 -0.3214 -1.5277
C 0.4547 1.4580 -0.5980
C -0.9907 1.9475 -0.6617
C -1.1434 3.1886 0.2184
C -0.2178 4.2928 -0.2908
C 1.2301 3.8077 -0.2298
C 1.3893 2.5666 -1.1054
H 2.4194 2.2071 -1.0780
H 1.1435 2.8074 -2.1429
C 1.5956 3.4667 1.2137
C 0.6679 2.3649 1.7227
C -0.7812 2.8464 1.6631
H -0.9063 3.7289 2.2945
H -1.4478 2.0684 2.0429
C 0.8266 1.1198 0.8534
H 1.8555 0.7567 0.8835
H 0.1834 0.3189 1.2233
H 0.9285 2.1149 2.7570
H 2.6332 3.1308 1.2648
H 1.4980 4.3552 1.8417
H 1.8960 4.5950 -0.6002
H -0.4805 4.5544 -1.3184
H -0.3361 5.1885 0.3228
H -2.1827 3.5341 0.1741
H -1.2584 2.1868 -1.6929
H -1.6683 1.1622 -0.3198
H -0.6800 -0.2993 -4.6704
H -0.4633 -2.3707 -6.0668
H 0.1578 -4.5020 -4.9044
H 1.8920 -4.0306 -1.0358
H 2.1970 -4.2626 1.4216
H 0.0972 -1.6538 4.2385
H -0.9158 -3.1170 4.3185
```



# 3
C24H27OPRhS3 | the ωB97M-V functional and the def2-TZVPD basis

Output
LUMO level in eV: -11.854
HOMO energy in hartree: -0.6205
Net charge: +3
Orbital gap in eV: 5.0

XYZ file:
```
57
C24H27OPRhS3 the ωB97M-V functional and the def2-TZVPD basis
Rh 0.7356 -0.2181 -1.4654
C 1.6747 1.7714 -3.8462
C 2.9529 1.4445 -3.1030
S 2.9064 -0.0389 -2.0578
C 3.0653 -1.4475 -3.1869
C 1.9476 -1.5745 -4.2065
S 0.3246 -1.4651 -3.3594
C -0.6562 -0.3881 -4.4747
C -1.0564 0.8987 -3.7870
S 0.2480 1.5856 -2.7358
H 1.5133 1.1716 -4.7363
H 1.6921 2.8206 -4.1497
H 3.2250 2.2379 -2.4042
H 3.7910 1.3280 -3.7943
H 3.1228 -2.3108 -2.5201
H 4.0370 -1.3615 -3.6800
H 1.9942 -2.5528 -4.6878
H 1.9910 -0.8199 -4.9871
H -1.5499 -0.9451 -4.7596
H -0.0748 -0.2385 -5.3826
H -1.8816 0.7566 -3.0865
H -1.3700 1.6606 -4.5059
O 0.8964 -0.0748 0.4317
P -0.0992 -0.0282 1.6722
C -1.7180 -0.0974 0.9042
C -2.8608 0.3144 1.5831
C -4.1110 0.1677 0.9952
C -4.2382 -0.4073 -0.2626
C -3.1094 -0.8380 -0.9515
C -1.8728 -0.6743 -0.3497
C 0.0596 1.4715 2.5577
C 0.7759 1.5074 3.7611
C 0.9239 2.7098 4.4314
C 0.3748 3.8732 3.9076
C -0.3293 3.8476 2.7048
C -0.4869 2.6539 2.0300
C 0.1572 -1.4426 2.6873
C -0.5544 -1.5342 3.8901
C -0.4526 -2.6826 4.6546
C 0.3594 -3.7307 4.2368
C 1.0557 -3.6467 3.0381
C 0.9578 -2.5047 2.2607
H -2.7759 0.7710 2.5622
H -4.9931 0.5001 1.5263
H -5.2180 -0.5388 -0.7031
H -3.2181 -1.3398 -1.9055
H -1.0063 -1.1525 -0.8646
H 1.2186 0.6068 4.1658
H 1.4715 2.7410 5.3636
H 0.4937 4.8080 4.4381
H -0.7646 4.7570 2.3136
H -1.0540 2.6336 1.1053
H -1.1761 -0.7154 4.2338
H -1.0054 -2.7613 5.5809
H 0.4655 -4.6083 4.8597
H 1.6772 -4.4709 2.7167
H 1.5243 -2.4288 1.3411
```



# 4
C24H28AgCl2N4 | the ωB97M-V functional and the def2-TZVPD basis

Output
LUMO level in eV: -8.415
HOMO energy in hartree: -0.5336
Net charge: +3
Orbital gap in eV: 6.1
ΔE to the lowest compared entry with this formula, charge and spin in kcal per mole: 0.0

XYZ file:
```
59
C24H28AgCl2N4 the ωB97M-V functional and the def2-TZVPD basis
Ag -1.0495 -2.6832 -1.3534
C -1.9032 0.3259 -3.3615
N -2.8200 1.3913 -2.9260
C -3.0860 2.4545 -3.7409
C -3.9136 3.4339 -3.2347
C -4.6263 3.2584 -2.0525
C -4.4427 2.1036 -1.3184
C -3.4626 1.2221 -1.7509
C -5.6336 4.2219 -1.5257
C -5.2262 5.4091 -0.9494
C -6.1543 6.3744 -0.6382
N -7.4740 6.1365 -0.7573
C -7.9215 4.9563 -1.2446
C -6.9853 4.0003 -1.6556
C -8.4188 7.1453 -0.2501
H -2.1063 -0.0801 -4.3494
H -2.0156 -0.4688 -2.6326
H -0.8879 0.7203 -3.3219
H -2.5639 2.3355 -4.6791
H -4.1034 4.3650 -3.7541
H -5.0605 1.9352 -0.4481
H -3.1811 0.3501 -1.1680
H -4.1793 5.6822 -0.9831
H -5.8710 7.3487 -0.2671
H -8.9980 4.8872 -1.2977
H -7.4012 3.1201 -2.1290
H -9.3571 7.1505 -0.7971
H -7.9088 8.1027 -0.3200
H -8.6379 6.9703 0.8030
C 2.6613 -2.2489 -2.1641
N 3.4404 -2.5419 -0.9358
C 2.8278 -2.4896 0.2521
C 3.5328 -2.8465 1.4007
C 4.8459 -3.2714 1.3254
C 5.3655 -3.4973 0.0353
C 4.5986 -3.2571 -1.0857
C 5.6198 -3.6588 2.5319
C 5.2013 -3.3697 3.8192
C 5.9950 -3.6764 4.9244
N 7.2217 -4.1666 4.7573
C 7.6608 -4.5468 3.5420
C 6.8845 -4.2786 2.4269
C 8.0970 -4.3033 5.9492
H 1.6892 -2.6625 -1.9511
H 3.2136 -2.7047 -2.9822
H 2.6370 -1.2040 -2.4735
H 1.7961 -2.1676 0.2721
H 2.9017 -2.8044 2.2786
H 6.4075 -3.7251 -0.1376
H 4.8752 -3.4937 -2.1005
H 4.2909 -2.8326 4.0458
H 5.7303 -3.3233 5.9095
H 8.6883 -4.8651 3.4414
H 7.2912 -4.7243 1.5298
H 7.7494 -3.9549 6.9152
H 9.0187 -3.7922 5.6740
H 8.2832 -5.3762 6.0139
Cl 0.3939 -4.3558 0.0690
Cl -3.5289 -2.0301 -1.1800
```